{"formula": "CH4FN2O", "method": "ωB97M-V/def2-TZVPD", "symbols": ["C", "N", "N", "O", "F", "H", "H", "H", "H"], "positions_angstrom": [[2.168, 1.106, -0.324], [1.424, 0.700, 0.515], [-0.639, -0.542, -1.310], [-1.682, 0.108, -0.466], [-0.461, -0.354, 1.878], [-0.312, -1.423, -0.859], [-1.311, 0.127, 0.519], [0.582, 0.249, 1.293], [0.231, 0.029, -1.244]], "nbo_charge": [0.080, -0.769, -0.561, -0.653, -0.770, 0.317, 0.499, 0.514, 0.343], "e_above_lowest_kcal_mol": 0.0, "largest_force_ev_per_a": 3.2, "charge": -1, "e_tot_ha": -325.10358, "molar_mass_g_mol": 79.05}

{"formula": "CH4FN2O", "method": "ωB97M-V/def2-TZVPD", "symbols": ["C", "N", "N", "O", "F", "H", "H", "H", "H"], "positions_angstrom": [[0.185, -1.139, -0.387], [1.142, -0.443, 0.084], [-2.098, 0.594, -0.488], [-2.851, 0.216, 0.430], [1.452, 2.037, 0.169], [0.314, -2.238, -0.286], [1.985, -0.826, 0.529], [1.160, 0.656, 0.058], [-1.290, 1.144, -0.110]], "nbo_charge": [-0.160, -0.734, -0.029, -0.361, -0.870, 0.069, 0.320, 0.465, 0.300], "e_above_lowest_kcal_mol": 66.6, "largest_force_ev_per_a": 2.8, "charge": -1, "e_tot_ha": -324.99752, "molar_mass_g_mol": 79.05}

{"formula": "CH4FNO", "method": "ωB97M-V/def2-TZVPD", "symbols": ["C", "N", "O", "F", "H", "H", "H", "H"], "positions_angstrom": [[0.549, 0.667, 1.282], [0.900, 0.156, 0.073], [-0.940, -1.056, -2.538], [-1.659, -1.847, -1.691], [-0.590, 0.636, 1.370], [1.159, 0.498, 2.216], [0.608, 1.840, 1.440], [-0.028, -0.893, -2.151]], "nbo_charge": [-0.624, -0.115, -0.331, -0.141, 0.254, 0.240, 0.244, 0.472], "e_above_lowest_kcal_mol": 180.5, "largest_force_ev_per_a": 3.4, "e_tot_ha": -270.06513, "molar_mass_g_mol": 65.05}

{"formula": "CH4FNS", "method": "ωB97M-V/def2-TZVPD", "symbols": ["C", "N", "F", "S", "H", "H", "H", "H"], "positions_angstrom": [[-1.210, 0.176, -0.239], [0.579, -0.691, -0.122], [2.514, 0.804, 1.238], [1.860, 0.245, -0.163], [-1.151, 0.297, -1.405], [-1.914, -0.380, 0.221], [-1.056, 1.114, 0.241], [0.378, -1.565, 0.229]], "nbo_charge": [-0.387, -0.858, -0.525, 0.797, 0.217, 0.180, 0.196, 0.380], "e_above_lowest_kcal_mol": 69.5, "largest_force_ev_per_a": 7.1, "e_tot_ha": -593.19403, "molar_mass_g_mol": 81.11}

{"formula": "CH4FO4P", "method": "ωB97M-V/def2-TZVPD", "symbols": ["C", "O", "P", "O", "O", "O", "F", "H", "H", "H", "H"], "positions_angstrom": [[1.646, -0.848, 0.117], [1.038, 0.417, 0.150], [-0.328, 0.770, -0.630], [-0.428, 2.189, 0.061], [-1.383, -0.160, 0.595], [-2.671, -0.405, 0.414], [-2.855, -1.577, -0.493], [2.252, -0.942, 1.052], [2.273, -1.029, -0.810], [0.794, -1.430, -0.059], [-0.340, 3.014, -0.397]], "nbo_charge": [-0.255, -0.813, 1.550, -1.002, -0.455, 0.100, -0.223, 0.210, 0.176, 0.189, 0.523], "e_above_lowest_kcal_mol": 94.2, "smiles": "COP(O)OOF", "largest_force_ev_per_a": 2.6, "e_tot_ha": -782.49050, "molar_mass_g_mol": 130.01}

{"formula": "CH4FOP", "method": "ωB97M-V/def2-TZVPD", "symbols": ["C", "O", "H", "H", "F", "P", "H", "H"], "positions_angstrom": [[-0.364, -1.571, -2.177], [0.816, -1.599, -2.335], [-1.002, -2.377, -2.542], [-0.773, -0.596, -1.815], [-0.168, 0.521, 3.002], [-0.088, 1.708, 1.923], [0.586, 2.784, 2.523], [0.995, 1.129, 1.420]], "nbo_charge": [0.266, -0.492, 0.117, 0.109, -0.578, 0.751, -0.084, -0.089], "e_above_lowest_kcal_mol": 56.1, "smiles": "C=O.FP", "largest_force_ev_per_a": 2.5, "e_tot_ha": -556.90609, "molar_mass_g_mol": 82.01}

{"formula": "CH4FOPS", "method": "ωB97M-V/def2-TZVPD", "symbols": ["C", "O", "F", "P", "S", "H", "H", "H", "H"], "positions_angstrom": [[1.145, -1.208, 0.011], [-1.567, 0.344, -0.529], [0.039, 2.216, -0.372], [-0.556, 0.948, 0.504], [-1.618, 1.595, 2.015], [1.889, -0.559, -0.585], [1.600, -1.483, 0.962], [0.539, -1.908, -0.556], [-1.472, 0.054, -1.450]], "nbo_charge": [-0.584, -1.038, -0.579, 1.543, -0.473, 0.202, 0.201, 0.195, 0.533], "e_above_lowest_kcal_mol": 74.8, "largest_force_ev_per_a": 3.1, "e_tot_ha": -955.11133, "molar_mass_g_mol": 114.08}

{"formula": "CH4I2NOP", "method": "ωB97M-V/def2-TZVPD", "symbols": ["C", "N", "O", "P", "I", "I", "H", "H", "H", "H"], "positions_angstrom": [[-1.061, -0.209, 0.118], [2.641, 0.101, 0.715], [0.284, 0.096, 0.395], [1.609, -0.418, -0.475], [4.427, 0.719, 0.029], [1.588, -2.835, -0.153], [-1.322, -0.779, 1.049], [-1.054, -0.928, -0.810], [-1.594, 0.684, 0.018], [2.061, 0.763, 1.304]], "nbo_charge": [-0.245, -1.168, -0.850, 1.177, 0.296, -0.197, 0.198, 0.182, 0.192, 0.415], "largest_force_ev_per_a": 5.0, "e_tot_ha": -1107.12585, "molar_mass_g_mol": 330.83, "spin_multiplicity": 3}

{"formula": "CH4I2OSi", "method": "ωB97M-V/def2-TZVPD", "symbols": ["C", "O", "Si", "I", "I", "H", "H", "H", "H"], "positions_angstrom": [[2.126, -0.285, 0.804], [-0.298, -0.050, -0.323], [-1.853, 0.389, -0.403], [0.978, -1.776, 0.065], [3.758, 0.494, -0.175], [2.251, -0.327, 1.783], [-2.547, -0.352, 0.510], [-2.316, 0.030, -1.895], [-2.097, 1.878, -0.367]], "nbo_charge": [-0.603, -1.218, 1.256, 0.852, 0.244, 0.152, -0.245, -0.240, -0.198], "e_above_lowest_kcal_mol": 156.0, "largest_force_ev_per_a": 4.6, "e_tot_ha": -1000.46124, "molar_mass_g_mol": 313.94}

{"formula": "CH4I2Si", "method": "ωB97M-V/def2-TZVPD", "symbols": ["C", "Si", "I", "I", "H", "H", "H", "H"], "positions_angstrom": [[0.831, 0.727, -0.053], [-0.741, -0.343, -0.105], [-1.690, -0.973, 2.076], [-0.010, -2.358, -1.350], [1.552, 0.285, 0.616], [1.466, 0.861, -0.846], [0.594, 1.649, 0.434], [-2.002, 0.152, -0.771]], "nbo_charge": [-1.105, 0.895, -0.189, -0.220, 0.257, 0.257, 0.243, -0.139], "e_above_lowest_kcal_mol": 9.5, "smiles": "C[SiH](I)I", "largest_force_ev_per_a": 3.1, "e_tot_ha": -925.44538, "molar_mass_g_mol": 297.94}

{"formula": "CH4IN2", "method": "ωB97M-V/def2-TZVPD", "symbols": ["C", "N", "N", "I", "H", "H", "H", "H"], "positions_angstrom": [[-0.111, -0.769, 0.001], [-1.300, -1.109, 0.014], [-0.097, 1.503, 0.010], [-2.987, 0.102, 0.014], [0.886, -1.038, 0.212], [-1.536, -2.038, -0.071], [0.282, 1.834, -0.892], [0.760, 1.685, 0.539]], "nbo_charge": [0.387, -0.633, -0.721, 0.555, 0.264, 0.438, 0.358, 0.351], "e_above_lowest_kcal_mol": 129.7, "largest_force_ev_per_a": 6.1, "charge": 1, "e_tot_ha": -447.25034, "molar_mass_g_mol": 170.96}

{"formula": "CH4IN2O", "method": "ωB97M-V/def2-TZVPD", "symbols": ["N", "C", "I", "N", "O", "H", "H", "H", "H"], "positions_angstrom": [[-0.540, -0.981, -0.933], [-0.251, -0.316, 0.571], [-1.292, -1.287, 2.095], [0.673, 0.575, 0.726], [0.979, 1.086, 1.922], [-0.631, -0.378, -1.714], [-1.215, -1.678, -0.913], [1.229, 0.676, -0.149], [0.385, 0.688, 2.517]], "nbo_charge": [-0.777, 0.272, 0.387, -0.217, -0.424, 0.406, 0.400, 0.465, 0.487], "e_above_lowest_kcal_mol": 42.7, "smiles": "N/C(I)=[NH+]/O", "largest_force_ev_per_a": 6.9, "charge": 1, "e_tot_ha": -522.55978, "molar_mass_g_mol": 186.96}

{"formula": "CH4INO2", "method": "ωB97M-V/def2-TZVPD", "symbols": ["N", "O", "H", "H", "H", "O", "C", "I", "H"], "positions_angstrom": [[-0.955, 0.175, -0.708], [-1.025, -0.197, 0.565], [-1.753, -0.344, -1.278], [-1.135, 1.167, -0.858], [0.153, -0.054, -1.017], [1.335, -0.632, -0.500], [1.206, -0.420, 0.708], [1.344, 1.456, 1.610], [0.831, -1.151, 1.477]], "nbo_charge": [-0.401, -0.643, 0.372, 0.362, 0.405, -0.631, 0.256, 0.082, 0.200], "e_above_lowest_kcal_mol": 21.3, "smiles": "[NH3+][O-].O=CI", "largest_force_ev_per_a": 2.8, "e_tot_ha": -543.30489, "molar_mass_g_mol": 188.95}

{"formula": "CH4N2O", "method": "ωB97M-V/def2-TZVPD", "symbols": ["N", "N", "C", "O", "H", "H", "H", "H"], "positions_angstrom": [[0.113, -0.626, -1.096], [0.394, -0.597, 0.268], [-0.141, 0.697, 0.673], [-1.310, 0.986, 0.728], [-0.729, -1.199, -1.200], [-0.322, 0.438, -1.175], [1.367, -0.808, 0.454], [0.629, 1.109, 1.346]], "nbo_charge": [-0.626, -0.499, 0.493, -0.515, 0.347, 0.323, 0.365, 0.112], "e_above_lowest_kcal_mol": 79.2, "smiles": "NNC=O", "largest_force_ev_per_a": 6.0, "e_tot_ha": -225.16580, "molar_mass_g_mol": 60.06}

{"formula": "CH4N2O", "method": "ωB97M-V/def2-TZVPD", "symbols": ["C", "N", "N", "O", "H", "H", "H", "H"], "positions_angstrom": [[0.047, -0.301, -0.210], [-0.709, 0.997, -0.017], [-1.984, 0.845, -0.412], [-2.703, 1.829, -0.265], [0.378, -0.634, 0.814], [-0.602, -1.068, -0.696], [0.971, -0.335, -0.738], [-0.329, 1.647, 0.647]], "nbo_charge": [-0.437, -0.421, 0.228, -0.387, 0.192, 0.233, 0.205, 0.388], "e_above_lowest_kcal_mol": 85.9, "smiles": "CNN=O", "largest_force_ev_per_a": 3.8, "e_tot_ha": -225.15516, "molar_mass_g_mol": 60.06}

{"formula": "CH4N2O2", "method": "ωB97M-V/def2-TZVPD", "symbols": ["C", "N", "N", "O", "O", "H", "H", "H", "H"], "positions_angstrom": [[-0.058, -0.949, 0.216], [0.603, 1.671, -0.257], [-0.739, 0.098, 0.875], [1.765, 1.026, -0.420], [-2.051, 0.153, 0.485], [-0.746, -1.362, -0.519], [0.832, -0.443, -0.082], [0.301, -1.828, 1.008], [0.093, 1.635, -1.307]], "nbo_charge": [-0.517, -0.366, -0.167, -0.738, -0.792, 0.144, 0.254, 0.047, 0.135], "e_above_lowest_kcal_mol": 50.3, "largest_force_ev_per_a": 2.9, "charge": -2, "e_tot_ha": -300.14778, "molar_mass_g_mol": 76.05}

{"formula": "CH4N2O2", "method": "ωB97M-V/def2-TZVPD", "symbols": ["O", "N", "C", "N", "O", "H", "H", "H", "H"], "positions_angstrom": [[2.255, 0.024, 0.087], [0.911, 0.125, 0.389], [0.069, -0.210, -0.527], [-1.261, -0.199, -0.462], [-1.901, 0.320, 0.705], [2.289, -0.279, -0.889], [0.484, -0.668, -1.594], [-1.372, 0.536, -1.247], [-2.198, -0.568, 1.069]], "nbo_charge": [-0.525, -0.154, 0.151, -0.345, -0.535, 0.428, 0.140, 0.361, 0.480], "e_above_lowest_kcal_mol": 99.9, "smiles": "O/N=C/NO", "largest_force_ev_per_a": 6.4, "e_tot_ha": -300.32848, "molar_mass_g_mol": 76.05}

{"formula": "CH4N2O2", "method": "ωB97M-V/def2-TZVPD", "symbols": ["C", "O", "N", "N", "O", "H", "H", "H", "H"], "positions_angstrom": [[-0.818, -0.166, -0.110], [-0.108, 0.934, 0.393], [1.474, 0.788, 0.080], [2.090, -0.305, 0.057], [3.192, -0.143, -0.408], [-0.056, -0.686, -0.813], [-1.787, 0.186, -0.579], [-1.034, -0.952, 0.690], [1.676, 1.756, -0.268]], "nbo_charge": [-0.284, -0.383, -0.122, 0.210, -0.410, 0.198, 0.204, 0.182, 0.405], "e_above_lowest_kcal_mol": 122.3, "smiles": "CONN=O", "largest_force_ev_per_a": 7.4, "e_tot_ha": -300.29282, "molar_mass_g_mol": 76.05}

{"formula": "CH4N2O2", "method": "ωB97M-V/def2-TZVPD", "symbols": ["O", "N", "C", "N", "O", "H", "H", "H", "H"], "positions_angstrom": [[-1.734, -0.984, 0.199], [-1.524, 0.504, -0.243], [-0.351, 0.972, -0.017], [0.813, 0.331, 0.338], [0.896, -0.951, -0.331], [-0.819, -1.319, -0.147], [-0.293, 2.073, -0.181], [1.620, 0.809, -0.001], [1.392, -1.435, 0.385]], "nbo_charge": [-0.604, -0.153, 0.146, -0.343, -0.575, 0.468, 0.202, 0.367, 0.490], "e_above_lowest_kcal_mol": 91.2, "smiles": "O/N=C\\NO", "largest_force_ev_per_a": 4.5, "e_tot_ha": -300.34228, "molar_mass_g_mol": 76.05}

{"formula": "CH4N2O2", "method": "ωB97M-V/def2-TZVPD", "symbols": ["O", "N", "C", "N", "O", "H", "H", "H", "H"], "positions_angstrom": [[1.554, -0.015, 0.746], [0.562, -0.971, 0.964], [-0.546, -0.425, 0.407], [-0.564, 0.742, -0.304], [-1.031, 0.470, -1.622], [2.140, -0.452, 1.288], [-1.487, -1.063, 0.645], [0.483, 1.061, -0.130], [-2.024, 0.968, -1.854]], "nbo_charge": [-0.609, -0.188, 0.178, -0.380, -0.562, 0.489, 0.193, 0.402, 0.476], "e_above_lowest_kcal_mol": 109.3, "smiles": "O/N=C\\NO", "largest_force_ev_per_a": 5.9, "e_tot_ha": -300.31349, "molar_mass_g_mol": 76.05}